No. 1
C4H6F2NO4S | wB97M-V/def2-TZVPD

Output
SMILES string: CN(C)C(=O)O[S@@](=O)([O-])=C(F)F
Kohn-Sham gap: 8.032 eV
ΔE to the lowest compared entry with this formula, charge and spin: 2.636 eV
Calculated total energy: -1109.63542 hartree
Net charge: -1

```
18
C4H6F2NO4S (wB97M-V/def2-TZVPD)
C -0.74748 -0.43083 -1.77099
C -0.27485 1.14880 -0.07527
C 0.57541 -1.30841 0.04365
C -3.00458 -2.07414 -0.50823
N -0.10004 -0.19737 -0.63572
O -0.68493 -1.66753 -2.24082
O -1.27557 0.46483 -2.40472
O -3.02706 -2.73803 -3.18969
O -1.45340 -4.08850 -1.97598
F -2.17985 -2.55351 0.45695
F -4.03725 -2.99972 -0.44648
S -2.13632 -2.85473 -2.06641
H -1.03845 1.13575 0.58369
H 0.67690 1.41009 0.35342
H -0.61443 1.77244 -0.87405
H 0.80060 -2.04601 -0.71728
H 1.49788 -0.92763 0.56753
H -0.15368 -1.90754 0.65373
```

No. 2
C6H21NO5 | wB97M-V/def2-TZVPD

Output
SMILES string: C=CNC/C=C/C.O.O.O.O.O
Kohn-Sham gap: 8.309 eV
ΔE to the lowest compared entry with this formula, charge and spin: 3.776 eV
Calculated total energy: -672.08153 hartree
Net charge: 0

```
33
C6H21NO5 (wB97M-V/def2-TZVPD)
C 2.73511 0.27648 1.20413
C 2.39726 -0.20634 -0.01301
N 1.42453 -1.12820 -0.33174
C 1.23860 -1.58303 -1.70177
C -2.35151 -0.39894 -2.11691
C -1.13486 -1.09734 -1.61537
C -0.06017 -1.27037 -2.39196
H 2.13337 -0.13262 1.99686
H 3.45707 1.05768 1.35630
H 2.95793 0.10353 -0.90035
H 0.69901 -1.27413 0.34916
H 2.16406 -1.42706 -2.28841
H 1.35549 -2.69491 -1.64830
H -2.46462 -0.43632 -3.21305
H -3.25831 -0.76261 -1.60718
H -2.29712 0.66451 -1.97969
H -1.07056 -1.19064 -0.54032
H -0.03912 -1.24620 -3.48366
H 0.75501 0.37750 3.59968
H 0.63598 -1.07903 3.19573
O 0.17877 -0.37922 3.66694
H 2.08425 2.22104 0.53711
H 1.68646 3.72629 0.64723
O 1.72879 2.89281 1.13641
H -3.51106 -0.32556 1.75970
H -3.24855 1.19342 1.94607
O -3.06148 0.43410 1.37324
H -1.21274 -2.71174 1.55712
H -1.44526 -1.18888 1.91833
O -1.57660 -1.88068 1.25361
H -0.16228 2.43925 -0.90820
H -0.77617 3.77549 -1.39437
O 0.03872 3.25172 -1.36335
```

No. 3
C3H8N2O | wB97M-V/def2-TZVPD

Output
Kohn-Sham gap: 9.447 eV
ΔE to the lowest compared entry with this formula, charge and spin: 5.077 eV
Calculated total energy: -303.70557 hartree
Net charge: 0

```
14
C3H8N2O (wB97M-V/def2-TZVPD)
C -2.14869 0.39363 0.42882
C -1.20272 -0.42303 0.06372
C 0.10260 -0.09021 -0.49088
N 2.38527 -0.23647 0.57963
N 1.10509 -0.79611 0.42391
O 0.45822 1.25552 -0.61879
H -3.27975 0.03227 0.40165
H -1.91908 1.47278 0.41431
H -1.33778 -1.46461 -0.04479
H 0.03998 -0.88784 -1.80280
H 2.45837 0.43659 1.36539
H 2.63280 0.36875 -0.21387
H 1.06294 -1.80410 0.12482
H -0.35725 1.74283 -0.63114
```

No. 4
C32H30CdN8O2S2Te | wB97M-V/def2-TZVPD

Output
Kohn-Sham gap: 5.921 eV
ΔE to the lowest compared entry with this formula, charge and spin: 0.899 eV
Calculated total energy: -3058.12507 hartree
Net charge: 0

```
76
C32H30CdN8O2S2Te (wB97M-V/def2-TZVPD)
Cd 0.39797 0.73173 -1.28924
N 1.78213 -0.78307 2.76819
C 1.08896 -0.12488 1.83107
N 1.61722 0.50110 0.82670
C 2.98910 0.41700 0.64406
N 3.55219 1.06716 -0.31405
N 2.65375 1.65349 -1.13553
C 2.75694 2.86660 -1.47475
C 1.75112 3.36200 -2.44501
C 1.93347 4.56637 -3.10119
C 1.00344 4.96104 -4.05111
C -0.09141 4.15266 -4.28991
C -0.22543 2.98780 -3.54987
N 0.66922 2.59046 -2.64818
C 3.79014 -0.42962 1.52874
C 5.13992 -0.69829 1.30228
C 5.83776 -1.50480 2.17542
C 5.19379 -2.04198 3.29389
C 3.85775 -1.79404 3.52564
C 3.15062 -1.00524 2.62142
H 1.27925 -1.29401 3.48057
H 0.01065 -0.10389 1.95283
H 3.52996 3.52906 -1.09091
H 2.80152 5.17126 -2.87537
H 1.13318 5.88819 -4.59360
H -0.83707 4.41478 -5.02662
H -1.08816 2.35152 -3.68299
H 5.60929 -0.26797 0.42803
H 6.88352 -1.71752 1.99792
H 5.74487 -2.66654 3.98519
H 3.35172 -2.21978 4.38394
C -6.86959 3.21970 -3.04426
C -5.59875 2.62461 -2.49754
C -5.19888 2.85499 -1.19225
C -4.08111 2.22865 -0.64064
C -3.72305 2.54420 0.79090
C -3.34644 1.32329 -1.41563
Te -1.99861 -0.03172 -0.46033
C -3.69854 1.13418 -2.76363
C -2.91389 0.22570 -3.67325
C -4.80677 1.79295 -3.28066
H -7.24739 4.00633 -2.39168
H -7.64345 2.45372 -3.12526
H -6.71951 3.64102 -4.03938
H -5.78128 3.52829 -0.57076
H -4.09573 3.53221 1.06469
H -2.64568 2.51600 0.94176
H -4.16426 1.81637 1.47638
H -1.89910 0.59763 -3.80981
H -3.38845 0.15116 -4.65206
H -2.82256 -0.77447 -3.25054
H -5.07864 1.62659 -4.31866
N 0.46793 -3.71209 6.37494
C 0.16612 -3.66567 5.01513
C -0.81636 -2.79312 4.53476
C -1.08372 -2.71885 3.17729
C -0.34681 -3.48308 2.27935
C 0.63307 -4.34685 2.74723
C 0.88008 -4.44496 4.10634
S -0.70453 -3.37354 0.54668
O -0.29497 -4.63049 -0.03523
O -2.08723 -2.98755 0.47633
N 0.16868 -2.13530 0.04223
C 1.28392 -2.23279 -0.68673
S 2.46670 -3.54056 -0.70087
C 3.44172 -2.65493 -1.81904
C 2.84338 -1.48778 -2.11888
N 1.64826 -1.24783 -1.48276
H -0.25077 -3.38078 6.99646
H 0.91308 -4.55493 6.69738
H -1.39068 -2.20065 5.23901
H -1.87670 -2.08702 2.79609
H 1.18316 -4.95548 2.04098
H 1.63282 -5.13366 4.47427
H 4.36166 -3.05533 -2.21120
H 3.21549 -0.74873 -2.81468
```

No. 5
C15H16N2O5 | wB97M-V/def2-TZVPD

Output
SMILES string: COc1ccc(C/C(N)=N/OC(=O)c2ccco2)cc1OC
Kohn-Sham gap: 8.962 eV
ΔE to the lowest compared entry with this formula, charge and spin: 5.226 eV
Calculated total energy: -1066.81855 hartree
Net charge: 0

```
38
C15H16N2O5 (wB97M-V/def2-TZVPD)
C 1.23949 -0.72593 4.68960
H 0.69358 -1.61142 5.03107
O 1.56566 -0.81032 3.32558
C 0.54996 -0.91762 2.40701
C -0.79323 -0.91188 2.76008
C -1.79775 -1.00519 1.81092
C -1.47743 -1.12000 0.46999
C -0.14008 -1.13763 0.11039
C 0.88451 -1.03609 1.04363
O 2.13408 -1.05214 0.49450
C 3.29432 -1.10552 1.29445
H 4.12135 -1.18868 0.58876
H 3.29103 -1.97654 1.95252
H 3.41664 -0.20067 1.89267
H 0.12952 -1.22179 -0.92893
C -2.53171 -1.17551 -0.60552
C -2.68639 0.20049 -1.19373
N -2.05724 0.43846 -2.27696
O -2.25368 1.75159 -2.78954
C -1.23232 2.32663 -3.44220
O -1.45606 3.32157 -4.09051
C 0.11859 1.77415 -3.30060
C 1.22712 2.07636 -4.05799
C 2.29349 1.35043 -3.49510
C 1.76438 0.67043 -2.43454
O 0.46015 0.91865 -2.31354
H 2.20408 0.01289 -1.70892
H 3.31146 1.33598 -3.82642
H 1.24776 2.73168 -4.90371
N -3.48019 1.07146 -0.53067
H -3.78037 0.86906 0.40537
H -3.49855 2.02829 -0.84301
H -2.22123 -1.85468 -1.39735
H -3.48745 -1.50195 -0.19363
H -2.82830 -1.00032 2.13551
H -1.07392 -0.82717 3.79746
H 2.19388 -0.66982 5.21154
H 0.65485 0.17272 4.91183
```